Formula: C21H36FN4O3SSi2
Source: the Open Molecules 2025 dataset
Level of theory: ωB97M-V/def2-TZVPD

ORCA input file:
```
! RIJCOSX wB97M-V def2-TZVPD def2/J DEFGRID3
* xyz -1 1
H -1.19408 -4.15541 0.19599
O 2.01840 4.64852 2.33937
H -3.90305 -0.15696 -0.35021
H 0.32475 1.39513 -1.34003
O 2.31549 5.11377 4.52883
C 3.20358 1.46842 -0.14407
N 5.88856 3.88663 -0.67294
H 2.94265 -0.61364 1.62909
C 5.84472 1.62046 -1.06614
H -4.18279 -1.23239 1.02651
H -0.39047 -0.71825 -0.56058
H -5.41987 -3.55599 -4.06586
Si -2.45765 -2.15841 -0.60156
C 3.04179 3.86035 1.89969
H -1.35834 1.32995 0.44002
C 1.68128 4.54614 3.69525
H 1.41525 0.36691 0.34430
C -0.25583 2.96061 -0.00891
H -1.32775 -0.46153 -2.05177
H -6.08184 -2.77901 0.09356
F 1.54578 -1.90381 0.97550
C 0.82421 2.13100 -0.71110
H 1.41196 2.75137 -1.38807
C -4.46562 -5.44420 -0.68954
S 7.31244 3.45407 -1.26074
H -7.10962 -3.55602 -1.11219
C -6.19613 -2.96328 -0.97809
H -0.43773 3.88274 -0.55818
H -0.09596 3.50942 3.03958
Si -4.67490 -3.84770 -1.70346
C 1.76153 1.38967 0.26906
H -4.40708 -4.99915 -3.89707
C -0.97733 -1.21731 -1.34266
C -5.20756 -4.41980 -3.43190
H -0.18463 4.33620 4.59596
C 3.81391 2.67297 -0.13133
H 2.49987 -1.26480 -1.15871
C 3.16874 3.91488 0.40437
H 3.46151 -2.29061 1.35779
C 3.91791 0.28324 -0.55908
H -2.49195 -3.75875 1.33584
H 0.10660 3.24043 0.98294
C 5.14890 2.77339 -0.60441
C 0.45015 3.73774 3.94763
H -6.34064 -2.00285 -1.47752
N 7.09433 1.88190 -1.46413
C -3.41739 -0.83065 0.35988
H 3.80426 4.77257 0.18891
N -1.55646 2.29374 0.18140
H -3.56586 -5.97423 -1.00927
C 2.86409 -1.47231 0.96466
H 0.72556 2.83473 4.48341
H -2.72024 -0.24416 0.97173
H 1.66484 1.85111 1.25456
H -0.99568 -2.82398 1.34384
H 4.10246 -1.78455 -0.72197
H -5.32158 -6.11834 -0.81973
H -0.31624 -1.90812 -1.87112
N -3.30786 -2.90495 -1.81746
H -4.37887 -5.23375 0.37974
H -1.96063 2.18674 -0.74473
H -6.10530 -5.04854 -3.39428
H 5.73176 -0.51808 -1.32825
H 2.19725 4.11152 -0.04415
C 3.30878 -1.09166 -0.45050
O 3.73420 3.21416 2.63260
C 5.19535 0.36788 -1.02348
C -1.71589 -3.33516 0.69320
*
```

Its energy above the lowest of the compared OMol25 structures with the same formula, charge and spin is 0.00 kJ/mol. For the gap between HOMO and LUMO, the calculation gives 4.80 eV.


Formula: C21H36IrP2Se
Source: the Open Molecules 2025 dataset
Level of theory: ωB97M-V/def2-TZVPD

ORCA input file:
```
! RIJCOSX wB97M-V def2-TZVPD def2/J DEFGRID3
* xyz 2 6
H 0.97110 -3.11128 -6.88126
C 0.57324 1.85611 -3.14818
H 1.87621 -2.19057 -2.48674
H -2.54271 -2.51366 -5.68040
H 0.76656 2.83010 -2.68864
C 2.00428 -0.30949 -3.59226
H 1.75683 1.46996 3.01885
C -0.53009 -0.49888 4.73804
H -1.18228 3.52128 -6.54793
H -0.29140 -2.85752 -3.16978
H -2.65952 -0.58789 4.32903
C -0.53521 -0.42975 -6.33284
C -1.57870 -3.03444 -5.66418
C -0.86692 1.61693 -3.45090
H -0.01737 -2.14718 -0.58919
H 1.58192 -0.15374 5.00571
C 0.84546 0.94778 3.31978
C 1.32905 3.36911 -5.36067
C 1.63935 0.90694 -2.66576
H 1.34794 4.16380 -4.61163
H 2.57456 1.48596 -2.54202
H -1.61332 -0.20997 -6.34528
C 1.38081 -1.55152 -3.21996
H 2.31646 2.89441 -5.41336
H 1.74493 -0.04778 -4.63336
H -1.60241 -3.85712 -4.93694
C 1.22586 -2.63566 -5.92541
H 2.01519 -1.89105 -6.09689
Ir -0.77857 -0.28242 1.17957
C -1.07328 -0.91834 -2.74624
C -1.62455 0.60656 2.83536
Se -0.35686 2.12454 0.81186
H -0.58448 -1.09516 5.66178
H -1.99352 0.08147 -4.47298
H 3.11082 -0.43647 -3.54494
H -1.70207 3.84924 -4.86002
C -1.66748 -0.26358 4.00204
H 1.09756 3.81535 -6.34056
C 0.70772 0.07128 4.38261
H -0.33486 -0.87498 -7.32360
C 0.30535 0.85746 -6.22700
P -0.27244 -1.86639 -5.21446
H 1.39138 0.55239 -1.64273
H -1.47555 2.44080 -3.04493
H 1.25272 -1.68806 0.58512
H 1.38106 0.63174 -6.31322
P 0.02878 2.12695 -4.91376
H -0.09426 -2.70093 1.14838
H -0.63340 -0.65080 -1.77548
C -0.29432 1.16329 2.49567
C -1.66424 0.31932 -3.45332
H 0.08214 1.41056 -7.15427
C -0.03544 -1.83688 -3.51575
C -1.43425 3.06366 -5.58242
H -1.34963 -3.43105 -6.66502
H -1.93411 -1.56626 -2.50130
H -2.30076 2.39291 -5.70418
H -2.60905 0.54500 -2.91618
H -2.48010 1.27567 2.64702
H 1.62228 -3.39734 -5.24265
C 0.16094 -1.85470 0.46138
*
```

Its energy above the lowest of the compared OMol25 structures with the same formula, charge and spin is 106.37 kJ/mol. For the gap between HOMO and LUMO (spin up / spin down), the calculation gives 6.40 / 4.48 eV. Its expectation value of S² is 8.779.